# 1
Formula: C41H35GeN6O4V
Source: the OMol25 dataset
Level of theory: the ωB97M-V functional and the def2-TZVPD basis

XYZ file:
```
88
Properties=species:S:1:pos:R:3:forces:R:3
V -11.2106 -18.0699 11.2498 0.98 0.90 0.97
O -12.0880 -16.7802 12.6411 -0.35 -1.24 -0.09
C -12.9621 -17.1299 13.5593 0.04 -0.46 -0.39
C -13.8782 -16.1535 14.0782 -0.23 -0.17 0.21
C -14.9582 -16.6071 14.8021 0.23 0.89 0.54
C -15.1076 -17.9090 15.2686 -1.17 0.47 1.02
C -14.1870 -18.8328 14.9626 0.69 -1.72 -1.03
C -13.1325 -18.5055 14.0564 -1.74 1.24 0.22
C -12.2881 -19.5610 13.7295 3.67 -1.08 -1.75
N -11.3142 -19.3684 12.8344 -2.31 0.41 0.88
N -10.1927 -20.1091 12.9283 1.74 -0.84 0.65
C -9.1558 -19.3919 12.5475 -0.20 -0.19 -1.32
O -9.2486 -18.2532 11.8976 -1.37 -1.02 0.50
C -7.7802 -19.9245 12.7649 1.17 1.21 -0.18
C -7.5133 -21.2605 13.0156 -0.53 -0.66 0.43
C -6.2316 -21.6785 13.3819 -0.06 0.50 -0.58
C -5.1705 -20.7640 13.4657 -0.09 -0.49 0.88
C -5.4284 -19.4162 13.2477 -0.57 1.01 -1.26
C -6.6865 -18.9946 12.7637 -0.59 -1.87 1.05
H -13.7959 -15.0541 13.9590 0.29 -1.03 -0.53
H -15.7023 -15.9047 15.1607 0.10 0.24 -0.17
H -15.9129 -18.0870 15.9804 0.07 -0.24 -0.34
H -14.3166 -19.9157 15.2571 0.36 1.38 -0.11
H -12.2304 -20.5442 14.2760 -0.19 1.21 -0.22
H -8.3562 -21.9843 12.9703 0.75 0.59 0.13
H -6.0904 -22.7287 13.5728 0.25 -0.16 0.07
H -4.1786 -21.1157 13.8122 -0.71 0.34 -0.33
H -4.6774 -18.6178 13.3358 -0.07 -0.71 0.01
H -6.8903 -17.9822 12.4804 0.02 0.41 0.07
N -13.6705 -21.0855 9.0767 0.64 -0.12 0.05
C -14.7830 -20.4542 9.6538 -1.10 -2.58 -1.91
C -14.3289 -19.4882 10.4196 1.38 2.45 1.72
N -12.9497 -19.3926 10.3658 0.83 -1.53 -1.62
C -12.5811 -20.3802 9.5132 -0.57 0.69 0.90
C -11.1988 -20.5331 9.0948 0.76 1.13 0.27
N -10.3025 -19.5622 9.3385 -0.19 -2.06 -0.04
C -9.1123 -20.0847 8.8184 0.09 0.75 0.14
C -9.2888 -21.2926 8.2013 -1.51 0.58 0.73
N -10.6657 -21.5577 8.4113 0.51 -1.74 -0.75
H -13.6429 -22.0195 8.5960 -0.22 1.79 0.64
H -15.7777 -20.7683 9.3309 0.42 0.18 0.55
H -14.7833 -18.7540 11.0593 -0.68 -0.13 -0.12
H -8.1728 -19.5491 8.9247 -0.39 0.04 -0.09
H -8.6257 -21.9199 7.6114 -0.35 0.12 0.38
H -11.1129 -22.4838 8.2479 0.60 1.37 0.11
O -9.3515 -15.5702 8.7094 -2.02 -0.32 1.67
C -10.4727 -15.7727 9.2402 3.55 -0.58 -2.56
O -10.6827 -16.6660 10.1622 -0.62 0.69 -0.36
C -11.6511 -15.1090 8.6369 -1.89 0.35 0.34
C -12.4632 -15.9627 7.5874 0.60 0.12 -0.05
Ge -12.1511 -15.5720 5.6038 0.69 -1.46 1.73
C -10.2281 -16.0259 5.2422 -0.50 0.77 -1.18
C -9.2295 -15.0427 5.4556 -0.11 -3.66 -0.10
C -7.9289 -15.4335 5.1715 0.55 2.09 -0.07
C -7.5409 -16.5633 4.5139 -0.30 -0.95 0.14
C -8.5324 -17.5249 4.3768 0.36 -0.41 -1.29
C -9.8721 -17.2344 4.5993 -0.03 0.92 1.25
C -12.4569 -13.8034 4.9238 0.18 -0.24 -2.05
C -12.1011 -13.5783 3.5500 -0.09 0.67 1.14
C -12.3977 -12.3206 3.0004 -0.07 0.14 -0.82
C -13.1190 -11.3689 3.7071 0.18 -0.68 1.49
C -13.5162 -11.6684 5.0150 0.16 2.23 -0.78
C -13.1513 -12.8210 5.6072 -0.06 -1.71 1.69
C -13.3149 -16.9178 4.7343 -0.65 0.39 -0.41
C -13.5338 -18.2132 5.2723 0.53 0.96 0.28
C -13.9252 -19.2691 4.5029 -1.10 0.77 -1.68
C -14.2539 -19.0325 3.1372 0.97 -0.34 0.79
C -14.1582 -17.7552 2.6217 -0.10 0.82 0.51
C -13.8095 -16.6559 3.4485 0.16 -1.72 0.44
H -11.3944 -14.1644 8.1483 0.34 -0.14 0.37
H -12.2819 -14.8802 9.5274 -0.09 0.02 -0.77
H -13.5096 -15.8163 7.7972 -0.58 0.21 -0.09
H -12.3361 -17.0594 7.7136 0.34 0.59 -0.02
H -9.3836 -14.1925 6.0361 -0.43 1.45 0.64
H -7.1598 -14.7481 5.4463 0.52 0.64 0.05
H -6.5113 -16.7100 4.1316 -0.75 -0.04 0.67
H -8.2008 -18.4754 3.9856 -0.40 -0.28 -0.27
H -10.6766 -17.9086 4.3489 0.13 -0.44 0.03
H -11.5127 -14.3132 2.9730 -0.44 0.40 0.42
H -12.0938 -12.0223 1.9905 0.11 -0.50 0.31
H -13.2663 -10.3420 3.4352 -0.09 0.11 -0.86
H -13.9477 -10.8570 5.5941 -0.27 -0.25 0.01
H -13.4010 -13.0043 6.6688 0.06 0.17 -0.63
H -13.4978 -18.3362 6.3454 0.67 -0.14 0.13
H -14.0841 -20.2317 4.9304 -0.10 -0.58 0.25
H -14.5266 -19.8814 2.5270 -0.02 0.07 -0.22
H -14.2953 -17.5258 1.5757 -0.52 -0.26 -0.14
H -14.0288 -15.6534 3.1215 0.73 0.29 -0.34
```
Forces are in eV/Å.

Results
LUMO (spin up / spin down)   -0.467 / -0.464 eV
Spin multiplicity   3
Energy above the lowest of the compared OMol25 structures with the same formula, charge and spin   2.209 eV
HOMO (spin up / spin down)   -7.08 / -7.35 eV
<S²>   2.02
Orbital gap (spin up / spin down)   6.609 / 6.889 eV

---

# 2
Formula: C4H6
Source: the OMol25 dataset
Level of theory: the ωB97M-V functional and the def2-TZVPD basis

XYZ file:
```
10
Properties=species:S:1:pos:R:3:forces:R:3
C -0.2719 0.2128 -1.5817 0.17 -0.52 0.28
C -0.6560 -0.0678 -0.3342 1.32 -0.95 0.17
C 0.5938 -0.6012 0.6821 -0.36 -0.23 -0.36
C -0.4565 0.4190 1.0029 -0.33 0.49 0.66
H 0.7925 0.0536 -1.7055 0.03 -0.92 -0.93
H -0.7847 0.5962 -2.4585 -0.36 0.53 0.67
H 0.7539 -1.2902 1.5268 -1.07 -0.51 -0.95
H 1.3677 -0.7347 -0.0460 0.92 1.41 0.24
H -1.0540 -0.0611 1.7661 -0.18 0.34 0.26
H -0.2849 1.4733 1.1480 -0.13 0.36 -0.03
```
Forces are in eV/Å.

Results
LUMO   0.531 eV
Energy above the lowest of the compared OMol25 structures with the same formula, charge and spin   3.758 eV
SMILES   C=C1CC1
HOMO   -7.86 eV
Orbital gap   8.388 eV

---

# 3
Formula: C14H11ClHfN2O2
Source: the OMol25 dataset
Level of theory: the ωB97M-V functional and the def2-TZVPD basis

XYZ file:
```
31
Properties=species:S:1:pos:R:3:forces:R:3
Cl -2.2795 3.5614 -2.7516 0.80 -1.04 0.50
C -0.8434 -1.9349 -1.7783 1.41 -0.74 -2.26
C 0.6161 -2.1178 -1.6050 -1.17 -0.51 -2.14
C 1.2971 -1.1171 -2.4444 -1.05 -0.85 -0.37
H 1.1042 -2.9075 -1.0233 -0.24 0.38 -0.09
C 0.2722 -0.3202 -3.1165 -0.14 -1.49 -1.39
C -1.0446 -0.8171 -2.7250 0.86 -1.49 -0.31
H -2.0030 -0.4127 -3.0876 0.49 -0.20 0.29
H -1.6324 -2.5585 -1.3473 0.29 0.29 0.01
H 2.3858 -0.9820 -2.5675 -0.71 -0.14 0.13
C 0.5291 0.7895 -4.1016 -0.04 0.24 0.34
Hf 0.0066 -0.1114 -0.8833 -0.51 4.76 5.88
C 1.8569 1.0110 0.0079 3.82 2.00 2.13
O 2.6564 1.4709 0.6822 -2.45 -1.42 -2.29
C -1.6101 1.4433 -0.3754 -5.22 4.14 1.54
O -2.4131 2.1186 0.1419 3.80 -3.37 -2.23
H 1.4819 1.2847 -3.8636 -0.27 -0.07 -0.24
H -0.2856 1.5286 -4.0507 0.29 -0.17 -0.20
H 0.5957 0.3737 -5.1230 -0.04 0.09 0.41
N 0.0371 0.0127 6.7772 0.08 -0.12 -3.65
C 0.0511 -0.0204 5.5977 -0.03 0.03 2.80
C 0.0168 -0.0315 4.1399 -0.21 -0.20 1.37
C -0.0254 -1.2500 3.4595 -0.01 -0.72 -0.35
C -0.1274 -1.2372 2.0747 -0.01 0.97 0.25
N -0.2041 -0.0373 1.4151 0.54 0.08 -0.20
C -0.1252 1.1612 2.0962 -0.17 -0.66 0.15
C -0.0325 1.1890 3.4742 0.04 0.54 -0.70
H 0.0087 -2.2033 4.0033 0.01 0.52 -0.24
H -0.1488 -2.1502 1.4504 -0.07 0.53 0.61
H -0.1401 2.1131 1.5250 -0.07 -0.86 0.39
H -0.0004 2.1516 3.9990 0.00 -0.54 -0.14
```
Forces are in eV/Å.

Results
LUMO (spin up / spin down)   -10.633 / -10.631 eV
Energy above the lowest of the compared OMol25 structures with the same formula, charge and spin   5.381 eV
HOMO (spin up / spin down)   -14.47 / -14.47 eV
Charge   +2
Orbital gap (spin up / spin down)   3.834 / 3.841 eV

---

# 4
Formula: C18H12F6IrN3Sb
Source: the OMol25 dataset
Level of theory: the ωB97M-V functional and the def2-TZVPD basis

XYZ file:
```
41
Properties=species:S:1:pos:R:3:forces:R:3
Ir -0.0069 -0.4988 -1.4991 -0.19 -0.29 1.05
C 4.3108 -0.1808 -1.7779 0.09 -0.04 0.06
C 2.9728 -0.2718 -2.1431 -0.11 0.02 0.10
N 2.0091 -0.4852 -1.2358 0.10 0.22 -0.04
C 2.3328 -0.6283 0.0760 0.06 -0.07 0.01
C 3.6590 -0.5803 0.5106 -0.02 0.02 -0.14
C 4.6641 -0.3331 -0.4503 -0.05 -0.04 0.03
C 3.9201 -0.7906 1.8905 0.11 0.00 -0.02
C 2.8760 -1.0865 2.7888 -0.02 -0.01 0.03
C 1.5663 -1.1223 2.3717 0.04 0.05 -0.36
C 1.2550 -0.8333 1.0226 -0.01 0.01 0.18
N 0.0039 -0.7551 0.4642 -0.19 -0.25 -0.31
C -1.2536 -0.5581 1.0158 0.11 -0.01 -0.03
C -1.5403 -0.2558 2.3540 -0.12 -0.06 -0.27
C -2.8537 -0.1458 2.7556 -0.08 0.00 -0.04
C -3.9273 -0.3134 1.8417 0.00 0.01 0.15
C -3.6786 -0.5299 0.4667 0.04 -0.03 -0.16
C -4.6947 -0.6179 -0.5111 0.05 -0.02 0.04
C -4.3439 -0.7655 -1.8381 -0.12 -0.01 0.05
C -2.9995 -0.8023 -2.1852 0.12 0.06 0.01
N -2.0304 -0.7295 -1.2635 -0.03 0.07 -0.11
C -2.3496 -0.6180 0.0454 0.07 -0.01 0.17
H 5.0544 0.0068 -2.5408 0.01 0.00 0.01
H 2.6607 -0.1596 -3.1743 -0.02 0.04 0.01
H 5.7029 -0.2733 -0.1459 0.00 0.01 0.00
H 4.9404 -0.7512 2.2541 0.02 0.01 -0.01
H 3.1198 -1.2978 3.8221 -0.02 0.00 0.01
H 0.7896 -1.3997 3.0598 -0.09 -0.04 0.16
H -0.7472 -0.0847 3.0560 0.09 0.02 0.19
H -3.0835 0.0742 3.7908 0.01 0.01 0.01
H -4.9474 -0.2462 2.2009 -0.02 0.01 0.01
H -5.7366 -0.5646 -0.2176 -0.01 0.01 0.00
H -5.0925 -0.8321 -2.6158 -0.01 -0.01 0.00
H -2.6872 -0.8767 -3.2200 0.01 0.02 0.01
F 0.0401 1.0585 -2.6514 0.18 0.22 -0.89
Sb 0.0193 3.0177 -1.5070 0.22 0.32 0.19
F -1.3082 1.9527 -0.6443 -0.14 -0.21 0.01
F -1.1858 3.4546 -2.8203 -0.19 -0.02 -0.09
F -0.0795 4.4613 -0.3840 -0.01 0.01 0.02
F 1.4849 3.3972 -2.5579 0.08 -0.07 -0.05
F 1.1645 1.9651 -0.4040 0.04 0.04 -0.02
```
Forces are in eV/Å.

Results
LUMO (spin up / spin down)   -11.244 / -14.260 eV
Spin multiplicity   5
Energy above the lowest of the compared OMol25 structures with the same formula, charge and spin   0.000 eV
HOMO (spin up / spin down)   -18.65 / -20.22 eV
Charge   +3
<S²>   6.04
Orbital gap (spin up / spin down)   7.404 / 5.962 eV

---

# 5
Formula: C3H2MnO4
Source: the OMol25 dataset
Level of theory: the ωB97M-V functional and the def2-TZVPD basis

XYZ file:
```
10
Properties=species:S:1:pos:R:3:forces:R:3
O 1.3549 1.7555 -2.5881 -1.89 -2.34 4.22
C 0.9398 1.2211 -1.6563 2.27 2.70 -5.16
Mn 0.2210 0.1900 0.0376 -0.75 -4.12 -5.03
C -1.2779 1.0872 0.6432 -10.36 6.81 1.18
C 1.3996 0.2926 1.4118 11.05 0.03 7.44
O -2.2342 1.7652 0.6571 5.57 -4.00 0.26
O 2.4440 0.3037 1.9504 -6.41 0.06 -2.86
O -0.7806 -1.8152 -0.1025 -0.16 -0.94 0.03
H -0.7444 -2.6186 0.4892 0.28 1.15 -0.30
H -1.3220 -2.1815 -0.8425 0.39 0.65 0.22
```
Forces are in eV/Å.

Results
LUMO (spin up / spin down)   -10.493 / -12.571 eV
Spin multiplicity   6
Energy above the lowest of the compared OMol25 structures with the same formula, charge and spin   0.000 eV
HOMO (spin up / spin down)   -21.67 / -22.36 eV
Charge   +2
<S²>   8.76
Orbital gap (spin up / spin down)   11.172 / 9.788 eV

---

# 6
Formula: C4H9N
Source: the OMol25 dataset
Level of theory: the ωB97M-V functional and the def2-TZVPD basis

XYZ file:
```
14
Properties=species:S:1:pos:R:3:forces:R:3
C 1.7355 -0.4089 0.2779 0.00 0.02 -0.04
C 0.5306 0.2174 0.9431 0.23 -0.22 0.12
C -0.2252 1.3164 0.2943 -0.18 0.01 0.10
N -0.7698 0.0998 0.2919 -0.08 -0.01 -0.03
C -1.6907 -0.7742 0.0523 0.01 0.05 0.00
H 2.6461 0.1039 0.6060 -0.13 -0.07 -0.03
H 1.8328 -1.4710 0.5313 -0.01 0.15 -0.02
H 1.6568 -0.3037 -0.8082 0.01 0.00 0.15
H 0.4605 0.0335 2.0241 -0.01 0.06 -0.17
H -0.5053 0.8642 -2.1599 -0.05 -0.07 -0.10
H -0.6954 2.2215 0.6576 0.06 -0.13 -0.05
H -2.6456 -0.4427 -0.3386 0.13 -0.04 0.05
H -0.8548 0.3655 -2.5975 0.04 0.06 0.01
H -1.4754 -1.8215 0.2258 -0.01 0.18 0.00
```
Forces are in eV/Å.

Results
LUMO   1.077 eV
Energy above the lowest of the compared OMol25 structures with the same formula, charge and spin   4.347 eV
HOMO   -7.41 eV
Orbital gap   8.484 eV